No. 1
The following is a DFT calculation (the ωB97M-V functional and the def2-TZVPD basis) of a structure of composition C2HCdFO2.

Summary:
Highest occupied orbital energy (spin up / spin down) in eV: -8.95 / -9.66
Orbital gap (spin up / spin down) in eV: 6.633 / 7.073
Energy above the lowest of the compared OMol25 structures with the same formula, charge and spin in eV: 0.000

Each line ends with the natural charge from an NBO analysis.
Cartesian coordinates (Å):
1 C -1.0873 -0.2325 -0.1347  -0.0321
2 H -1.3795 -0.8491 -0.9992  0.1824
3 F -2.1909 -0.3639 0.7311  -0.3530
4 O 0.8620 -0.4659 -0.8590  -0.8344
5 C 0.3991 -0.7014 0.3257  0.6535
6 O 0.6934 -0.8920 1.5076  -0.5736
7 Cd 0.4384 1.5532 -0.3209  0.9572

***

No. 2
The following is a DFT calculation (the ωB97M-V functional and the def2-TZVPD basis) of a cluster of 6 separate species, H12O6 in total.

Summary:
SMILES string: O.O.O.O.O.O
Highest occupied orbital energy in eV: -10.48
Orbital gap in eV: 10.821
Energy above the lowest of the compared OMol25 structures with the same formula, charge and spin in eV: 1.123

Each line ends with the natural charge from an NBO analysis.
Cartesian coordinates (Å):
1 O 0.3096 0.2887 -3.2354  -0.9630
2 H 0.9515 0.9739 -3.4217  0.4734
3 H 0.1302 0.3761 -2.2993  0.4826
4 O 3.0781 1.6731 -2.7724  -0.9400
5 H 3.6941 2.3839 -2.5948  0.4719
6 H 2.8715 1.3134 -1.9098  0.4691
7 O -0.8810 -1.3439 2.4395  -0.9788
8 H -0.7656 -1.8656 3.2338  0.4805
9 H -1.4227 -1.8903 1.8701  0.5083
10 O 0.1707 1.1669 2.6377  -0.9732
11 H 1.0859 1.0028 2.8650  0.4633
12 H -0.1996 0.2967 2.4896  0.4905
13 O -2.5819 -2.3482 0.2692  -0.9486
14 H -3.4658 -2.6851 0.4159  0.4784
15 H -2.7159 -1.4890 -0.1308  0.4813
16 O -0.1063 0.5224 -0.2911  -0.9593
17 H 0.5593 1.1519 -0.0139  0.4798
18 H -0.7120 0.4723 0.4484  0.4839

***

No. 3
The following is a DFT calculation (the ωB97M-V functional and the def2-TZVPD basis) of a cluster of 2 separate species, C12H20BrF3N5O3 in total.

Summary:
Highest occupied orbital energy in eV: -12.36
Net charge: +1
Orbital gap in eV: 8.840
Energy above the lowest of the compared OMol25 structures with the same formula, charge and spin in eV: 0.000

Each line ends with the natural charge from an NBO analysis.
Cartesian coordinates (Å):
1 C -0.2189 -2.4759 0.6026  -0.7150
2 C -0.1581 -1.1716 -0.1203  0.7134
3 O 0.4512 -0.2184 0.2960  -0.5819
4 N -0.8101 -1.1573 -1.3933  -0.6773
5 C -0.1680 -0.2240 -2.3220  -0.2239
6 C -0.6190 -0.4693 -3.7713  -0.4259
7 C -0.9172 0.8164 -4.5435  -0.3784
8 C 0.3380 1.5399 -5.0643  -0.4704
9 C 1.2999 1.8431 -3.9777  0.4918
10 N 2.4013 1.1481 -3.7320  -0.4798
11 C 2.9452 1.7148 -2.6461  0.5640
12 N 4.0708 1.2953 -2.0727  -0.6520
13 Br 4.7397 2.1161 -0.5777  0.3163
14 N 2.2096 2.7515 -2.2259  -0.3696
15 N 1.1550 2.8358 -3.0917  -0.3505
16 H -1.2104 -2.9178 0.5570  0.2413
17 H 0.0941 -2.3199 1.6314  0.2424
18 H 0.4907 -3.1497 0.1219  0.2490
19 H -1.7693 -0.8581 -1.2374  0.3851
20 H 0.9029 -0.3808 -2.2262  0.2015
21 H -0.3839 0.8158 -2.0562  0.1607
22 H -1.5346 -1.0597 -3.7382  0.2334
23 H 0.1103 -1.0802 -4.3025  0.2201
24 H -1.5210 1.4863 -3.9273  0.1992
25 H -1.5315 0.5817 -5.4120  0.2384
26 H 0.0497 2.4712 -5.5550  0.2448
27 H 0.8617 0.9284 -5.7938  0.2608
28 H 4.5681 0.5099 -2.4604  0.4531
29 H 2.3596 3.3589 -1.4359  0.4579
30 H 0.4330 3.5330 -3.0133  0.4515
31 C -0.4160 0.5122 4.0150  -0.6363
32 C -0.2930 0.0776 5.4576  -0.0793
33 O -1.5004 -0.5746 5.9027  -0.4735
34 C -1.6386 -1.8386 5.5361  0.6957
35 O -0.8840 -2.4861 4.8721  -0.5522
36 C -2.9476 -2.4101 6.1221  0.8988
37 F -3.9596 -1.5548 5.9549  -0.3067
38 F -2.7902 -2.6337 7.4306  -0.3049
39 F -3.2534 -3.5550 5.5248  -0.2983
40 H -1.2877 1.1527 3.8780  0.2148
41 H 0.4735 1.0627 3.7105  0.2202
42 H -0.5231 -0.3504 3.3591  0.2208
43 H -0.1708 0.9288 6.1228  0.2006
44 H 0.5519 -0.5941 5.6019  0.2001

***

No. 4
The following is a DFT calculation (the ωB97M-V functional and the def2-TZVPD basis) of a structure of composition C22H21O3PSe2Sr.

Summary:
Highest occupied orbital energy in eV: -4.38
Orbital gap in eV: 3.622
Energy above the lowest of the compared OMol25 structures with the same formula, charge and spin in eV: 8.482

Each line ends with the Löwdin charge.
Cartesian coordinates (Å):
1 Sr 0.6565 -0.8381 -1.0654  0.9453
2 C -1.7037 0.9369 -3.6178  -0.0668
3 C -2.0467 1.5083 -2.2731  -0.3366
4 C -1.0936 2.1952 -1.5244  -0.1538
5 C -1.3880 2.6937 -0.2671  -0.1998
6 C -2.6415 2.5004 0.2914  -0.1672
7 C -3.5983 1.8205 -0.4437  -0.1665
8 C -3.3086 1.3466 -1.7143  -0.1189
9 H -0.8170 0.2530 -3.5215  0.0434
10 H -1.4851 1.7567 -4.3022  0.0885
11 H -2.5585 0.3894 -4.0124  0.0567
12 H -0.0964 2.2909 -1.9351  0.0637
13 H -0.6250 3.2076 0.3148  0.0694
14 H -2.8509 2.8393 1.3026  0.1079
15 H -4.5638 1.6103 -0.0017  0.1052
16 H -4.0604 0.7898 -2.2542  0.1071
17 Se 1.4763 1.4006 0.3197  0.4557
18 P 0.2010 0.0052 1.1391  -0.0705
19 Se -1.6307 -0.3160 0.2800  0.5930
20 C 1.1221 -1.4858 1.0514  -0.6939
21 C 0.4897 -2.5935 0.5672  -0.3077
22 C 1.1697 -3.7953 0.5148  -0.0406
23 C 2.4734 -3.8341 0.9861  -0.0449
24 C 3.0934 -2.6980 1.4945  -0.0314
25 C 2.4123 -1.5005 1.5161  -0.0859
26 C -0.0776 0.2227 2.8604  -0.4084
27 C -0.1764 1.4962 3.3728  -0.0883
28 C -0.5423 1.6444 4.6942  -0.0660
29 C -0.8035 0.5140 5.4548  -0.0733
30 C -0.7363 -0.7616 4.9057  -0.0667
31 C -0.3811 -0.9158 3.5835  -0.0800
32 H -0.5670 -2.4877 0.3384  0.0268
33 H 0.6736 -4.6848 0.1561  0.1199
34 H 3.0164 -4.7665 0.9892  0.1122
35 H 4.0937 -2.7554 1.8927  0.1167
36 H 2.8213 -0.5789 1.9302  0.1087
37 H 0.0196 2.3422 2.7094  0.0923
38 H -0.6138 2.6310 5.1290  0.1085
39 H -1.0839 0.6325 6.4922  0.1045
40 H -0.9630 -1.6314 5.5047  0.1062
41 H -0.3436 -1.8824 3.0658  0.1182
42 C 3.7197 0.1009 -4.5797  -0.0763
43 O 3.0320 1.3558 -4.4849  -0.0541
44 C 1.9301 1.5981 -3.9942  -0.5238
45 O 1.1611 2.4608 -3.8650  0.0352
46 H 3.3755 -0.5590 -3.7577  0.0365
47 H 4.7790 0.3501 -4.5346  0.0828
48 H 3.4644 -0.3485 -5.5419  0.0804
49 O -1.7452 -2.3991 -2.3257  -0.0126
50 C -2.6777 -2.0608 -2.8425  0.0496

***

No. 5
The following is a DFT calculation (the ωB97M-V functional and the def2-TZVPD basis) of an isolated molecule of C5H7NO.

Summary:
SMILES string: O=C1CN2CC[C@@H]12
Highest occupied orbital energy in eV: -8.17
Orbital gap in eV: 9.021
Energy above the lowest of the compared OMol25 structures with the same formula, charge and spin in eV: 3.682

Each line ends with the natural charge from an NBO analysis.
Cartesian coordinates (Å):
1 O 1.7649 1.5706 -1.6247  -0.4974
2 C 1.2183 0.7432 -0.9400  0.6071
3 C 1.6661 -0.2099 0.2247  -0.3101
4 N 0.2788 -0.6468 0.3171  -0.4780
5 C -1.0723 -0.6747 0.9008  -0.1832
6 C -1.3979 0.5597 0.0209  -0.3978
7 C -0.1922 0.0990 -0.8285  -0.1532
8 H 2.2231 -1.0781 -0.1600  0.2129
9 H 2.2168 0.2424 1.0583  0.2112
10 H -1.2924 -0.5772 1.9704  0.1976
11 H -1.5123 -1.6156 0.5216  0.1850
12 H -1.0712 1.4032 0.6226  0.2049
13 H -2.3917 0.7427 -0.4083  0.2089
14 H -0.4380 -0.5586 -1.6749  0.1920

***

No. 6
The following is a DFT calculation (the ωB97M-V functional and the def2-TZVPD basis) of an isolated molecule of C23H23F3N4O3.

Summary:
SMILES string: COc1ccc(-c2noc(CCC(=O)N3CCN(c4cccc(C(F)(F)F)c4)CC3)n2)cc1
Highest occupied orbital energy in eV: -7.98
Orbital gap in eV: 8.543

Each line ends with the natural charge from an NBO analysis.
Cartesian coordinates (Å):
1 C -0.1978 9.3043 0.3509  -0.2531
2 H -0.1521 9.2337 -0.7404  0.1780
3 O -0.8922 8.2149 0.9104  -0.4873
4 C -0.4081 6.9618 0.7183  0.3227
5 C 0.7464 6.6524 0.0034  -0.3339
6 C 1.1454 5.3361 -0.1254  -0.0849
7 C 0.4053 4.3101 0.4528  -0.1620
8 C -0.7537 4.6202 1.1682  -0.1389
9 C -1.1529 5.9285 1.2986  -0.2589
10 H -2.0441 6.1902 1.8467  0.2261
11 H -1.3237 3.8195 1.6118  0.2301
12 C 0.8388 2.9405 0.3092  0.3196
13 N 0.2071 1.9062 0.8033  -0.1628
14 O 0.9549 0.8242 0.4398  -0.3033
15 C 1.9975 1.2972 -0.2618  0.5369
16 N 1.9810 2.5831 -0.3641  -0.4919
17 C 2.9626 0.3331 -0.8427  -0.4573
18 C 2.4717 -0.0987 -2.2383  -0.4834
19 C 0.9569 -0.2813 -2.2597  0.6829
20 O 0.2437 0.5833 -2.7324  -0.6257
21 N 0.4387 -1.4185 -1.7412  -0.4434
22 C 1.1365 -2.4959 -1.0828  -0.2286
23 H 2.2144 -2.3756 -1.1588  0.2098
24 H 0.8583 -3.4390 -1.5729  0.2016
25 C 0.7086 -2.5717 0.3972  -0.2142
26 N -0.7240 -2.7506 0.4825  -0.4270
27 C -1.2809 -4.0100 0.5196  0.1900
28 C -0.6695 -5.0296 1.2616  -0.2666
29 C -1.2423 -6.2863 1.3481  -0.0566
30 C -2.4453 -6.5819 0.7245  -0.2478
31 C -3.0651 -5.5747 0.0052  -0.1835
32 C -2.5003 -4.3202 -0.1024  -0.2614
33 H -3.0175 -3.5802 -0.6911  0.2125
34 H -4.0019 -5.7756 -0.4919  0.2170
35 H -2.8787 -7.5653 0.8006  0.2286
36 C -0.5269 -7.3187 2.1686  0.9641
37 F -0.5859 -7.0544 3.4897  -0.3274
38 F -1.0099 -8.5582 2.0128  -0.3216
39 F 0.7872 -7.3860 1.8712  -0.3301
40 H 0.2483 -4.8503 1.7985  0.2218
41 C -1.3955 -1.6424 -0.1641  -0.2292
42 H -2.4739 -1.7264 -0.0458  0.2151
43 H -1.0720 -0.7257 0.3387  0.2245
44 C -1.0036 -1.5536 -1.6439  -0.2457
45 H -1.4535 -0.6798 -2.1164  0.2576
46 H -1.3117 -2.4606 -2.1761  0.1925
47 H 1.2397 -3.3879 0.8812  0.2118
48 H 0.9627 -1.6337 0.8997  0.2127
49 H 2.6784 0.7074 -2.9438  0.2492
50 H 2.9963 -0.9950 -2.5685  0.2224
51 H 3.0391 -0.5229 -0.1704  0.2241
52 H 3.9361 0.8153 -0.9270  0.2507
53 H 2.0372 5.0876 -0.6792  0.2249
54 H 1.3392 7.4275 -0.4563  0.2200
55 H 0.8167 9.3839 0.7541  0.1773
56 H -0.7662 10.1900 0.6305  0.2020